{
  "formula": "C34H40Cl2F6N5O6S",
  "method": "the ωB97M-V functional and the def2-TZVPD basis",
  "orbital_gap_ev": [7.44, 7.64],
  "s2": 0.754,
  "lumo_energy_ev": [-1.3911, -1.3911],
  "multiplicity": 2,
  "e_homo_ev": [-8.8, -9.0],
  "elements": ["C", "C", "Cl", "C", "Cl", "C", "C", "C", "C", "C", "N", "C", "C", "C", "C", "C", "C", "C", "O", "C", "C", "N", "C", "C", "O", "N", "C", "O", "F", "C", "N", "C", "C", "S", "O", "O", "C", "F", "F", "C", "F", "F", "F", "H", "H", "H", "H", "H", "H", "H", "H", "H", "H", "H", "H", "H", "H", "H", "H", "H", "H", "H", "H", "H", "H", "C", "C", "C", "C", "C", "C", "N", "O", "C", "C", "C", "H", "H", "H", "H", "H", "H", "H", "H", "H", "H", "H", "H", "H", "H", "H", "H", "H", "H"],
  "xyz": [[0.793, -2.269, -1.891], [1.118, -1.207, -0.824], [0.909, -2.071, 0.766], [2.647, -0.699, -0.913], [3.562, -0.798, 0.650], [2.738, 0.725, -1.449], [2.009, 1.732, -0.699], [1.225, 1.459, 0.585], [-0.290, 1.800, 0.359], [-1.267, 0.839, 1.081], [-2.511, 1.564, 1.350], [-3.150, 2.075, 0.134], [-3.109, 3.594, -0.006], [-2.648, 4.181, -1.181], [-2.632, 5.558, -1.353], [-3.069, 6.432, -0.362], [-3.508, 5.851, 0.829], [-3.531, 4.477, 0.998], [-3.988, 3.997, 2.217], [2.006, 3.026, -1.129], [2.696, 3.444, -2.303], [2.572, 4.763, -2.648], [3.218, 4.990, -3.763], [3.133, 6.415, -4.323], [2.597, 6.534, -5.397], [3.650, 7.560, -3.573], [4.286, 8.417, -4.526], [5.172, 8.019, -5.225], [3.800, 9.667, -4.580], [3.990, 4.054, -4.516], [4.100, 2.807, -4.147], [3.419, 2.478, -3.010], [3.462, 1.104, -2.574], [4.439, -0.130, -3.448], [5.445, 0.455, -4.284], [5.120, -1.018, -2.542], [3.394, -1.105, -4.663], [2.619, -2.022, -4.073], [4.300, -1.789, -5.390], [2.626, -0.218, -5.688], [1.907, -0.965, -6.534], [1.807, 0.667, -5.101], [3.500, 0.467, -6.426], [-0.087, -2.850, -1.591], [0.573, -1.763, -2.848], [1.668, -2.909, -2.074], [0.416, -0.372, -0.920], [3.140, -1.446, -1.544], [1.592, 2.165, 1.349], [1.366, 0.460, 1.005], [-0.493, 1.745, -0.723], [-0.433, 2.849, 0.660], [-1.458, -0.056, 0.448], [-0.796, 0.465, 2.005], [-3.154, 0.972, 1.863], [-2.742, 1.617, -0.786], [-4.219, 1.782, 0.171], [-2.286, 3.585, -2.022], [-2.293, 5.999, -2.292], [-3.052, 7.510, -0.513], [-3.872, 6.495, 1.631], [-4.761, 3.457, 2.007], [1.452, 3.775, -0.555], [2.826, 8.068, -3.238], [4.503, 4.382, -5.422], [-2.712, -4.215, 5.617], [-2.920, -4.334, 4.092], [-3.707, -5.613, 3.802], [-2.883, -6.871, 4.057], [-1.568, -6.833, 3.283], [-0.765, -5.531, 3.423], [-1.619, -4.300, 3.361], [-1.884, -4.048, 2.101], [0.037, -5.523, 4.741], [0.326, -5.543, 2.347], [-3.777, -3.112, 3.751], [-3.661, -3.999, 6.110], [-2.351, -5.127, 6.087], [-2.023, -3.404, 5.861], [-4.046, -5.617, 2.761], [-4.611, -5.642, 4.415], [-2.690, -6.999, 5.126], [-3.459, -7.748, 3.750], [-0.949, -7.679, 3.590], [-1.802, -6.998, 2.225], [0.558, -4.573, 4.872], [0.796, -6.308, 4.732], [-0.564, -5.707, 5.629], [-0.087, -5.679, 1.347], [1.016, -6.372, 2.510], [0.911, -4.622, 2.351], [-3.243, -2.186, 3.976], [-4.695, -3.118, 4.340], [-4.079, -3.086, 2.704]],
  "forces_ev_per_angstrom": [[0.24, 0.70, -0.47], [0.95, -0.81, 0.35], [-0.65, 0.40, -0.41], [-0.74, -0.57, -0.17], [0.12, 0.30, -0.69], [-0.21, 0.09, 0.37], [0.37, -0.35, 0.23], [-0.35, 0.41, -0.09], [0.48, -0.57, -0.16], [0.22, 0.48, -0.19], [0.31, -0.35, -0.01], [-0.82, 0.20, 0.30], [0.41, 0.08, -0.26], [0.05, 0.13, -0.33], [0.06, 0.86, -0.49], [0.12, -0.97, 0.24], [-0.07, 0.87, -0.02], [0.01, -0.32, 0.23], [-0.38, 0.08, -0.48], [0.14, 0.16, -0.22], [-1.23, -0.44, 1.76], [1.19, -1.16, -1.14], [0.39, 2.05, 0.10], [-0.77, -1.17, -0.85], [0.59, 0.27, 0.70], [-0.72, 1.19, -1.11], [1.12, -1.51, -0.57], [-0.93, 1.05, 0.65], [0.20, -0.60, 0.42], [-0.18, -0.19, 0.16], [-0.47, 0.74, 0.08], [0.86, -0.48, -1.08], [-1.05, -0.32, 0.68], [3.77, 0.52, 0.10], [-1.20, 0.82, -0.80], [-2.05, -0.72, 0.74], [0.33, -0.39, -0.63], [-0.25, 0.56, 0.05], [-0.03, 0.24, 0.26], [-0.05, 0.52, -0.77], [0.03, -0.15, 0.55], [0.07, -0.41, 0.25], [-0.08, -0.16, 0.34], [0.33, 0.13, -0.09], [0.00, -0.20, 0.35], [-0.48, -0.06, 0.29], [0.16, -0.26, 0.46], [0.04, 0.52, 0.19], [0.04, -0.37, -0.23], [-0.06, 0.28, -0.26], [0.03, 0.19, 0.28], [-0.32, -0.44, 0.00], [0.25, 0.27, 0.14], [-0.42, 0.28, -0.13], [0.11, 0.07, -0.07], [-0.13, 0.15, 0.31], [0.37, 0.05, -0.12], [-0.15, -0.11, 0.37], [0.00, -0.34, 0.17], [-0.05, -0.28, 0.11], [0.09, -0.35, -0.08], [0.15, -0.11, 0.34], [0.23, -0.13, -0.29], [0.17, -0.26, 0.44], [-0.15, -0.09, 0.22], [0.23, -0.20, 0.21], [-0.74, 0.63, 1.87], [0.16, -0.41, -0.33], [0.05, 0.01, 0.08], [-0.61, -0.02, -0.16], [1.64, -0.58, 1.20], [-1.32, -1.29, -2.40], [0.55, 0.55, 0.54], [-0.19, -0.09, 0.40], [-0.32, 0.44, -0.65], [0.12, 0.17, -0.67], [-0.04, 0.07, -0.18], [0.10, 0.03, -0.06], [0.03, -0.03, -0.06], [0.12, 0.13, -0.03], [0.06, 0.20, 0.06], [-0.01, 0.06, 0.00], [0.05, 0.00, 0.02], [0.17, 0.15, -0.02], [0.07, 0.16, -0.03], [-0.08, 0.03, -0.04], [-0.05, 0.00, -0.17], [-0.04, 0.08, -0.03], [-0.06, 0.18, 0.03], [-0.13, -0.03, 0.25], [-0.07, 0.01, 0.03], [0.04, -0.03, -0.02], [0.12, -0.16, 0.13], [0.17, -0.04, -0.02]]
}


{
  "formula": "C21H18N4O2",
  "method": "the ωB97M-V functional and the def2-TZVPD basis",
  "relative_energy_kcal_mol": 11.9,
  "orbital_gap_ev": 8.64,
  "lumo_energy_ev": -0.0897,
  "e_homo_ev": -8.7,
  "elements": ["C", "C", "C", "C", "C", "C", "C", "C", "O", "N", "C", "C", "C", "C", "C", "O", "N", "N", "C", "C", "C", "C", "N", "C", "C", "C", "C", "H", "H", "H", "H", "H", "H", "H", "H", "H", "H", "H", "H", "H", "H", "H", "H", "H", "H"],
  "xyz": [[-4.858, -1.370, 1.051], [-5.123, -0.062, 0.363], [-6.430, 0.278, 0.031], [-6.728, 1.485, -0.573], [-5.718, 2.395, -0.837], [-4.415, 2.079, -0.508], [-4.107, 0.850, 0.068], [-2.666, 0.591, 0.378], [-1.984, 1.361, 1.016], [-2.211, -0.577, -0.178], [-0.942, -1.145, -0.113], [0.096, -0.597, 0.639], [1.334, -1.208, 0.662], [1.564, -2.375, -0.061], [2.852, -3.099, -0.065], [2.947, -4.306, -0.162], [4.007, -2.353, 0.034], [4.056, -1.025, -0.006], [5.174, -0.419, 0.025], [5.229, 1.028, -0.011], [6.454, 1.694, 0.049], [6.458, 3.079, 0.015], [5.361, 3.810, -0.071], [4.197, 3.180, -0.128], [4.069, 1.804, -0.104], [0.513, -2.939, -0.785], [-0.721, -2.330, -0.819], [-3.944, -1.335, 1.639], [-5.686, -1.614, 1.714], [-4.773, -2.181, 0.326], [-7.225, -0.417, 0.259], [-7.752, 1.722, -0.824], [-5.946, 3.347, -1.292], [-3.614, 2.778, -0.694], [-2.877, -1.094, -0.735], [-0.076, 0.306, 1.201], [2.120, -0.778, 1.261], [4.876, -2.897, 0.045], [6.128, -0.957, 0.085], [7.379, 1.142, 0.122], [7.387, 3.633, 0.058], [3.327, 3.819, -0.197], [3.106, 1.323, -0.157], [0.688, -3.859, -1.323], [-1.525, -2.769, -1.393]],
  "forces_ev_per_angstrom": [[-0.03, -0.03, 0.04], [0.11, 0.07, -0.03], [-0.01, 0.04, -0.05], [-0.04, -0.03, 0.02], [0.04, 0.05, -0.02], [0.05, -0.05, 0.01], [-0.30, 0.19, 0.04], [-0.14, -0.16, -0.17], [0.11, 0.12, 0.07], [-0.21, -0.17, -0.22], [0.43, -0.12, 0.10], [-0.13, 0.19, 0.14], [-0.06, -0.24, -0.09], [-0.36, 0.06, 0.00], [0.03, -0.08, -0.02], [-0.02, 0.04, -0.03], [1.00, -0.71, 0.13], [-0.02, 0.80, -0.17], [0.06, -0.92, 0.04], [-0.01, 0.89, -0.03], [-0.34, -0.20, -0.02], [0.19, -0.08, 0.01], [0.12, 0.50, 0.00], [-0.26, -0.22, -0.01], [0.29, -0.08, 0.02], [0.21, 0.06, 0.09], [-0.06, 0.11, 0.05], [0.00, -0.10, 0.05], [-0.02, -0.05, 0.03], [0.05, -0.11, 0.02], [-0.08, -0.06, 0.05], [-0.09, 0.02, -0.02], [-0.01, 0.08, -0.04], [0.07, 0.08, 0.00], [0.06, 0.18, 0.11], [0.00, 0.00, 0.01], [-0.05, 0.04, 0.02], [-0.37, 0.14, -0.01], [-0.09, -0.04, 0.00], [0.10, -0.04, 0.01], [0.12, -0.05, 0.01], [-0.13, -0.04, -0.01], [-0.14, 0.00, -0.02], [0.00, -0.08, -0.03], [-0.07, -0.04, -0.07]]
}


{
  "formula": "C24H56O13",
  "method": "the ωB97M-V functional and the def2-TZVPD basis",
  "orbital_gap_ev": 9.48,
  "lumo_energy_ev": 0.4692,
  "e_homo_ev": -9.0,
  "elements": ["O", "C", "C", "C", "O", "C", "O", "H", "H", "H", "H", "H", "H", "C", "O", "C", "C", "O", "C", "H", "H", "H", "H", "H", "H", "H", "H", "H", "H", "C", "O", "C", "C", "O", "C", "H", "H", "H", "H", "H", "H", "H", "H", "H", "H", "C", "O", "C", "C", "O", "C", "H", "H", "H", "H", "H", "H", "H", "H", "H", "H", "C", "O", "C", "C", "O", "C", "H", "H", "H", "H", "H", "H", "H", "H", "H", "H", "C", "O", "C", "C", "O", "C", "H", "H", "H", "H", "H", "H", "H", "H", "H", "H"],
  "xyz": [[-0.032, 4.233, 7.901], [0.591, 3.209, 8.042], [1.701, 2.774, 7.113], [2.073, 1.305, 7.288], [3.406, 1.089, 6.812], [3.590, -0.058, 6.125], [4.562, -0.741, 6.264], [0.362, 2.527, 8.887], [2.595, 3.366, 7.353], [1.385, 2.998, 6.090], [1.372, 0.647, 6.762], [2.058, 1.046, 8.355], [2.833, -0.307, 5.363], [2.489, -1.515, 2.561], [2.156, -0.165, 2.841], [2.599, 0.744, 1.843], [1.471, 1.163, 0.928], [0.990, 0.072, 0.161], [-0.221, -0.478, 0.648], [1.959, -2.138, 3.281], [2.185, -1.802, 1.552], [3.565, -1.683, 2.675], [3.408, 0.299, 1.257], [2.993, 1.630, 2.351], [1.844, 1.921, 0.232], [0.659, 1.610, 1.512], [-1.062, 0.198, 0.463], [-0.162, -0.693, 1.718], [-0.394, -1.409, 0.109], [-0.782, -2.540, -3.675], [-0.361, -3.830, -3.265], [0.684, -4.351, -4.074], [2.026, -4.185, -3.395], [2.349, -2.813, -3.234], [2.082, -2.334, -1.929], [-1.419, -2.129, -2.894], [0.068, -1.871, -3.823], [-1.360, -2.596, -4.603], [0.695, -3.849, -5.046], [0.484, -5.412, -4.246], [2.804, -4.649, -4.009], [2.013, -4.688, -2.423], [2.823, -2.716, -1.217], [1.083, -2.623, -1.594], [2.142, -1.248, -1.949], [-1.068, 6.749, 6.090], [-0.200, 7.065, 5.011], [-0.690, 8.086, 4.162], [-0.028, 9.417, 4.441], [-0.362, 9.916, 5.725], [0.646, 9.706, 6.695], [-0.529, 6.095, 6.768], [-1.382, 7.649, 6.626], [-1.959, 6.225, 5.724], [-1.776, 8.184, 4.267], [-0.472, 7.794, 3.130], [-0.372, 10.148, 3.703], [1.058, 9.318, 4.339], [1.512, 10.350, 6.504], [0.972, 8.663, 6.718], [0.223, 9.966, 7.664], [-3.560, -0.181, -1.959], [-2.942, 0.195, -3.175], [-3.499, 1.363, -3.756], [-2.623, 2.575, -3.528], [-2.544, 2.923, -2.156], [-1.339, 2.510, -1.540], [-2.951, -0.964, -1.510], [-3.626, 0.661, -1.265], [-4.565, -0.578, -2.139], [-4.502, 1.545, -3.360], [-3.583, 1.190, -4.834], [-3.053, 3.427, -4.063], [-1.623, 2.390, -3.932], [-0.493, 3.109, -1.894], [-1.130, 1.454, -1.727], [-1.454, 2.668, -0.468], [-1.950, -6.284, -6.292], [-0.669, -6.864, -6.132], [-0.703, -8.189, -5.629], [-0.473, -9.211, -6.720], [-1.532, -9.222, -7.663], [-1.230, -8.536, -8.863], [-1.818, -5.353, -6.842], [-2.621, -6.938, -6.854], [-2.399, -6.056, -5.318], [-1.658, -8.385, -5.131], [0.094, -8.282, -4.884], [-0.421, -10.206, -6.269], [0.481, -9.014, -7.218], [-0.496, -9.092, -9.456], [-0.847, -7.532, -8.668], [-2.155, -8.459, -9.433]],
  "forces_ev_per_angstrom": [[0.29, -0.56, 0.17], [-0.18, 0.37, -0.16], [0.04, -0.27, 0.07], [-0.15, 0.34, -0.06], [-0.26, -0.16, 0.18], [0.65, -0.61, -0.28], [-0.12, 0.36, -0.02], [0.01, 0.06, 0.03], [-0.21, 0.04, -0.10], [0.21, 0.08, 0.07], [0.06, 0.04, 0.04], [0.02, -0.07, -0.19], [-0.33, 0.27, 0.24], [0.00, 0.00, 0.01], [-0.01, -0.04, 0.02], [-0.01, 0.05, 0.13], [0.01, -0.01, -0.13], [-0.06, -0.02, 0.02], [0.04, -0.04, -0.02], [0.01, 0.01, 0.02], [0.00, 0.00, 0.00], [0.00, 0.00, -0.02], [0.01, 0.00, -0.01], [0.01, 0.00, -0.01], [0.00, 0.01, 0.01], [0.00, 0.00, 0.02], [-0.02, 0.02, 0.03], [-0.01, 0.00, 0.00], [0.00, 0.01, -0.03], [-0.02, 0.01, 0.02], [-0.01, 0.04, -0.08], [-0.05, -0.10, 0.13], [0.01, 0.08, -0.11], [0.02, -0.07, 0.09], [0.05, 0.09, 0.00], [-0.03, -0.04, 0.00], [-0.02, 0.01, -0.01], [0.01, 0.03, -0.01], [0.01, -0.02, -0.03], [0.00, 0.02, -0.02], [-0.01, 0.02, 0.00], [0.01, -0.02, 0.00], [-0.02, -0.01, 0.02], [0.01, 0.00, 0.02], [0.03, 0.00, -0.01], [0.00, 0.08, -0.04], [0.00, 0.02, 0.05], [0.07, -0.10, -0.02], [-0.06, 0.10, 0.02], [0.02, -0.03, 0.01], [-0.02, 0.00, 0.00], [-0.01, 0.01, -0.08], [-0.02, 0.01, -0.02], [-0.02, 0.02, 0.02], [-0.01, 0.01, -0.01], [-0.02, 0.02, 0.00], [0.00, -0.01, -0.01], [0.01, -0.01, 0.00], [0.02, -0.03, -0.01], [0.01, 0.00, 0.00], [-0.01, 0.03, -0.01], [0.03, 0.01, -0.02], [0.01, 0.01, 0.08], [0.06, -0.09, -0.07], [-0.03, 0.11, 0.04], [0.01, -0.08, 0.01], [-0.02, 0.00, 0.02], [0.00, -0.02, -0.02], [0.00, 0.00, 0.01], [-0.01, 0.02, 0.02], [-0.01, 0.02, 0.00], [-0.02, 0.00, 0.00], [0.00, -0.01, -0.01], [0.00, -0.02, -0.02], [0.02, -0.03, -0.01], [0.02, 0.00, 0.00], [0.00, 0.03, 0.00], [0.02, 0.03, 0.03], [-0.02, -0.04, -0.05], [0.09, 0.09, 0.03], [-0.08, -0.10, -0.02], [0.01, 0.06, 0.00], [-0.02, -0.01, 0.01], [0.02, 0.01, 0.02], [0.00, 0.00, 0.00], [-0.02, -0.01, -0.01], [-0.01, -0.01, 0.01], [-0.02, -0.01, 0.01], [0.01, 0.01, 0.00], [0.01, 0.01, 0.00], [0.02, 0.03, 0.00], [0.01, 0.00, -0.01], [0.00, -0.03, 0.00]]
}


{
  "formula": "C9H9FeN3O8",
  "method": "the ωB97M-V functional and the def2-TZVPD basis",
  "relative_energy_kcal_mol": 9.1,
  "orbital_gap_ev": [7.98, 7.37],
  "s2": 8.760,
  "lumo_energy_ev": [2.6500, 1.6809],
  "total_charge": -1,
  "multiplicity": 6,
  "e_homo_ev": [-5.3, -5.7],
  "elements": ["Fe", "O", "C", "O", "C", "O", "O", "N", "C", "C", "O", "O", "H", "H", "H", "H", "C", "N", "C", "C", "C", "O", "N", "C", "O", "H", "H", "H", "H", "H"],
  "xyz": [[0.002, -0.533, 0.103], [1.124, 1.622, -3.357], [1.039, 1.047, -2.316], [0.571, 1.174, -1.188], [1.881, -0.692, -2.375], [2.733, -0.745, -3.209], [1.330, -1.365, -1.512], [-0.971, 0.245, 2.120], [-0.215, -0.277, 3.252], [1.244, -0.497, 2.823], [2.133, -0.424, 3.660], [1.353, -0.819, 1.585], [-0.878, 1.249, 2.024], [-1.958, 0.044, 2.165], [-0.597, -1.267, 3.509], [-0.246, 0.344, 4.147], [-5.341, 2.026, -1.131], [-4.373, 0.944, -1.046], [-4.602, -0.261, -1.637], [-3.711, -1.267, -1.585], [-2.467, -1.012, -0.895], [-1.550, -1.865, -0.789], [-2.250, 0.193, -0.348], [-3.152, 1.198, -0.364], [-3.004, 2.292, 0.175], [-6.330, 1.612, -1.310], [-5.086, 2.721, -1.932], [-5.330, 2.580, -0.198], [-5.550, -0.361, -2.148], [-3.885, -2.226, -2.051]],
  "forces_ev_per_angstrom": [[-0.17, 0.10, 0.27], [0.11, -0.19, 0.10], [-0.36, 0.53, 0.09], [0.03, -0.25, 0.09], [0.28, -0.70, 0.14], [-0.24, 0.19, 0.12], [-0.10, 0.27, -0.02], [0.14, -0.11, -0.04], [0.14, 0.10, -0.04], [-0.26, -0.18, 0.15], [-0.05, -0.03, -0.22], [0.29, 0.03, -0.60], [-0.06, 0.05, -0.03], [-0.09, -0.01, -0.05], [-0.07, 0.02, 0.02], [0.00, 0.07, 0.06], [0.14, -0.06, -0.03], [0.04, 0.06, 0.06], [0.05, 0.00, 0.04], [0.01, -0.14, -0.04], [-0.15, 0.14, -0.04], [0.39, 0.05, 0.16], [0.20, 0.18, -0.11], [-0.13, 0.11, -0.05], [0.00, -0.30, -0.10], [-0.04, -0.04, -0.02], [0.01, 0.00, -0.02], [-0.02, 0.01, 0.07], [-0.05, 0.03, -0.01], [-0.04, 0.08, 0.02]]
}


Total energy
In order: -107823.4869, -32124.7301, -52406.4284, -64721.5169
Unit: eV